Entry from the OMol25 dataset: a 12-piece molecular cluster, C5H34N2O12 overall at a distorted geometry (ωB97M-V/def2-TZVPD).

Properties
* net charge: 0
* relative energy (zero: lowest compared OMol25 entry of this formula, charge and spin): 152.8 kJ/mol
* LUMO: 0.20 eV
* frontier orbital gap: 9.73 eV
* HOMO: -9.53 eV
* SMILES: CNCCNCC=O.O.O.O.O.O.O.O.O.O.O.O
* strongest force on any atom: 1.221 eV/A

The geometry in XYZ format:
```
53
C5H34N2O12 (ωB97M-V/def2-TZVPD)
C 0.63772 1.47111 2.40804
N 1.30315 0.34022 1.75045
C 2.75961 0.49741 1.67078
C 3.40369 -0.84681 2.02540
O 3.24014 -1.85398 1.37786
C -0.79480 1.09701 2.79213
N -1.66761 1.19326 1.61193
C -3.03877 0.76361 1.91630
H 1.17381 1.71766 3.32824
H 0.61638 2.39592 1.78909
H 0.90092 0.17370 0.82885
H 3.06358 1.25442 2.40750
H 3.11208 0.87821 0.70180
H 4.05623 -0.83182 2.91394
H -0.84094 0.12981 3.29920
H -1.21346 1.81300 3.51120
H -1.29294 0.64258 0.82481
H -3.14586 -0.23711 2.36837
H -3.47172 1.49584 2.60476
H -3.59963 0.76102 0.99337
H 0.72916 -2.77869 -0.18100
H 2.22559 -2.47979 0.09889
O 1.61291 -2.80307 -0.60577
H -1.89378 -2.65219 -2.42271
H -2.40217 -1.18182 -2.40029
O -1.82041 -1.82975 -1.92749
H -0.23989 -1.08973 -2.02812
H 1.20142 -1.50157 -1.56773
O 0.64396 -0.71442 -1.82356
H -0.50643 -1.35850 0.86639
H -1.33860 -2.06468 -0.19125
O -0.77964 -2.25097 0.59873
H 2.02771 0.78990 -4.12808
H 1.11134 0.40063 -2.92054
O 1.29631 1.12349 -3.59616
H -2.55110 0.61772 -3.74079
H -4.03505 0.27748 -3.38978
O -3.16930 -0.13398 -3.48900
H 0.75477 -4.80527 1.18505
H -0.39543 -3.78265 1.38216
O -0.02319 -4.61590 1.72027
H -1.60695 2.75973 -1.23209
H -0.34948 3.44186 -1.79095
O -1.32506 3.42950 -1.88864
H 1.76246 3.96745 -2.26062
H 1.47245 2.41217 -2.46117
O 1.39652 3.17853 -1.85297
H -0.68782 1.59029 -4.25582
H -1.54256 2.54245 -3.35123
O -1.59327 1.89121 -4.09341
H 1.70081 -2.52980 3.57337
H 1.26614 -1.09628 3.23709
O 1.85700 -1.60840 3.81321
```

Entry from the OMol25 dataset: a 3-piece molecular cluster, C28H39F16INO6S overall at a distorted geometry (ωB97M-V/def2-TZVPD).

Properties
* net charge: +1
* LUMO: -4.58 eV
* frontier orbital gap: 7.64 eV
* HOMO: -12.22 eV
* strongest force on any atom: 6.811 eV/A

The geometry in XYZ format:
```
92
C28H39F16INO6S (ωB97M-V/def2-TZVPD)
C -3.10288 -1.23181 2.76320
C -1.95401 -0.02810 2.79095
C -0.84499 -0.39690 1.63336
C -0.48515 0.91831 0.66504
C 1.03676 1.41998 1.01126
C 1.55860 2.71089 0.14574
C 1.15989 2.41787 -1.43817
C 1.82501 1.02312 -2.07823
N 1.52709 0.59833 -3.49914
C 0.60177 1.41742 -4.40228
I 0.30462 0.55997 -6.43956
C -0.11302 2.82023 -3.91351
C -1.11626 3.61741 -4.97217
C -2.61026 2.89297 -4.77214
C -3.85801 3.97923 -4.95877
S -5.27060 3.46161 -3.79380
O -4.99776 4.22788 -2.45543
O -5.26602 1.91088 -3.50639
O -6.82740 3.84435 -4.46772
C 0.17506 3.35479 -2.35572
C -0.48507 4.73585 -1.76642
O -1.20232 4.58734 -0.48881
C -2.00853 5.83605 -0.38164
C -2.17685 6.39270 1.15256
C -2.60411 5.24265 2.24013
H -3.89954 -0.88050 1.95517
H -3.59054 -1.39783 3.81578
H -2.64852 -2.28436 2.44093
H -2.47452 1.01579 2.57166
H -1.38744 -0.02396 3.82283
H -1.34341 -1.24033 0.95114
H 0.14278 -0.90299 2.06030
H -0.65186 0.54853 -0.43273
H -1.27127 1.77778 0.89972
H 1.02137 1.76505 2.15210
H 1.76987 0.49894 0.90422
H 1.20226 3.75373 0.53931
H 2.75054 2.67960 0.17397
H 2.53857 0.35122 -1.39773
H 1.97639 -0.29424 -3.83651
H -1.16200 4.77390 -4.75688
H -0.72766 3.46522 -6.07130
H -2.74763 1.94728 -5.45715
H -2.65421 2.50266 -3.64623
H -4.31613 3.96533 -6.05138
H -3.45547 5.07247 -4.70852
H -7.20118 2.91786 -4.67499
H 0.40060 5.50960 -1.56197
H -1.17142 5.24472 -2.59739
H -1.45756 6.69368 -0.98963
H -3.05462 5.68664 -0.92176
H -3.04231 7.21018 1.11870
H -1.19654 6.99579 1.45540
H -3.71110 4.89310 2.00123
H -1.87826 4.29654 2.20785
H -2.52465 5.70074 3.33096
C 5.29101 -2.73001 4.19416
C 4.87795 -3.32746 2.84026
C 4.72640 -2.31770 1.70990
F 3.78774 -1.38290 1.96950
F 4.33758 -2.93819 0.56305
F 3.74658 -4.06511 3.00674
F 5.85088 -4.22374 2.48119
O 4.23352 -2.46936 5.12224
C 3.54351 -1.23291 4.93498
C 2.08234 -1.42283 4.50996
F 1.97615 -2.15337 3.37243
F 1.48764 -0.22653 4.25987
F 4.25085 -0.46152 4.07106
F 3.59612 -0.59354 6.13272
H 5.90492 -3.48951 4.69367
H 5.95993 -1.86831 4.08453
H 5.67277 -1.81117 1.50449
H 1.51348 -1.93281 5.29144
C 1.39534 -6.81101 -1.38051
C 0.64914 -7.73185 -0.40283
C -0.86324 -7.55229 -0.37569
F -1.23282 -6.30453 -0.01673
F -1.42850 -8.39222 0.53341
F 1.19120 -7.59513 0.83787
F 0.91672 -9.02219 -0.78003
O 1.96042 -5.61961 -0.82481
C 1.05877 -4.52103 -0.68300
C 0.79146 -4.15303 0.78153
F 0.30627 -5.20404 1.48787
F -0.13449 -3.16240 0.87440
F -0.07562 -4.79126 -1.37717
F 1.64508 -3.47494 -1.32182
H 2.26356 -7.37775 -1.73861
H 0.81352 -6.60323 -2.28623
H -1.30439 -7.77790 -1.34979
H 1.70808 -3.81373 1.27048
```

Entry from the OMol25 dataset: C14H23ClIO2P2Yb as an isolated structure at a distorted geometry (ωB97M-V/def2-TZVPD).

Properties
* net charge: +2
* relative energy (zero: lowest compared OMol25 entry of this formula, charge and spin): 0.0 kJ/mol
* LUMO (spin up / spin down): -10.20 / -10.19 eV
* frontier orbital gap (spin up / spin down): 4.67 / 4.67 eV
* spin multiplicity: 2
* HOMO (spin up / spin down): -14.87 / -14.87 eV
* strongest force on any atom: 6.740 eV/A

The geometry in XYZ format:
```
44
C14H23ClIO2P2Yb (ωB97M-V/def2-TZVPD)
C -0.77721 -0.33637 -3.30343
C -1.55544 -0.43814 -2.08032
H -1.40711 -0.06491 -4.17332
H -0.27173 -1.30051 -3.50167
H 0.03241 0.41699 -3.19847
O -2.63141 -0.27184 -1.63248
I 0.89692 -1.94892 2.49619
Yb 1.20027 -0.78925 -0.21476
P -0.52713 -3.24817 -0.75157
C -1.85057 -4.08617 0.19515
C -0.89685 -3.92316 -2.41071
H 1.79627 -3.94006 -0.70279
H 0.69287 -5.34961 -0.78159
H 0.94688 -4.46160 0.76612
C 0.86118 -4.36816 -0.32097
H -0.06764 -3.66518 -3.08502
H -0.99457 -5.01692 -2.32560
H -1.87635 -5.15497 -0.07815
H -2.81490 -3.61548 -0.04307
H -1.82862 -3.48474 -2.78948
H -1.65294 -3.97260 1.27005
C -1.24002 -0.77990 0.77036
O -2.26694 -0.86651 1.29186
Cl 2.60143 -1.40255 -2.11270
C -1.31034 2.96298 -0.29311
P 0.04577 1.83942 0.19729
C 1.33486 2.23352 -1.06966
C 0.71289 2.74858 1.65071
C 0.76736 2.05654 2.87925
C 1.17992 2.70976 4.03546
C 1.56629 4.05376 3.97977
C 1.56025 4.73335 2.75244
C 1.13858 4.08628 1.58806
H -1.72691 2.64557 -1.25975
H -0.93930 4.00111 -0.35393
H -2.09523 2.91391 0.47775
H 1.65524 3.27288 -0.92006
H 2.21653 1.56899 -0.98895
H 0.92324 2.10245 -2.08544
H 0.50768 0.99016 2.91857
H 1.19854 2.16987 4.98472
H 1.87075 4.57267 4.88412
H 1.88171 5.77426 2.70047
H 1.14338 4.63268 0.63868
```

Entry from the OMol25 dataset: an isolated ion of composition C6H14P and charge +1 at a distorted geometry (ωB97M-V/def2-TZVPD).

Properties
* net charge: +1
* relative energy (zero: lowest compared OMol25 entry of this formula, charge and spin): 162.8 kJ/mol
* LUMO: -3.28 eV
* frontier orbital gap: 11.01 eV
* HOMO: -14.29 eV
* strongest force on any atom: 4.535 eV/A

The geometry in XYZ format:
```
21
C6H14P (ωB97M-V/def2-TZVPD)
C 1.84296 -0.34440 0.43362
C 0.89046 0.00083 -0.44646
C 3.29201 -0.27537 0.13174
C -1.88433 0.05168 -1.71762
C -1.36862 -1.30819 0.83335
C -1.24812 1.66484 0.67500
P -0.83912 0.16908 -0.18474
H 1.51364 -0.69378 1.37549
H 1.26289 0.26246 -1.51002
H 3.58663 0.69923 0.50023
H 3.36819 -0.44384 -1.02830
H 3.92918 -0.95571 0.73023
H -2.73057 0.78606 -1.47224
H -1.99814 -1.06639 -1.54847
H -1.29427 0.29917 -2.58051
H -2.43647 -1.18133 1.23395
H -0.81996 -1.49071 1.66430
H -1.38644 -2.21106 0.33867
H -2.24289 1.92880 0.84522
H -0.61642 2.43795 0.05746
H -0.82061 1.67068 1.66911
```

Entry from the OMol25 dataset: a 11-piece molecular cluster, C46H87N7O22 overall at a distorted geometry (ωB97M-V/def2-TZVPD).

Properties
* net charge: -1
* LUMO (spin up / spin down): -1.14 / -1.14 eV
* frontier orbital gap (spin up / spin down): 0.49 / 2.40 eV
* spin multiplicity: 2
* HOMO (spin up / spin down): -1.63 / -3.54 eV
* strongest force on any atom: 3.578 eV/A

The geometry in XYZ format:
```
162
C46H87N7O22 (ωB97M-V/def2-TZVPD)
C 11.43113 2.35786 -15.88693
N 10.02985 1.73546 -16.38444
C 9.61353 2.24070 -17.78701
C 10.23375 0.22402 -16.53919
C 8.87579 1.98045 -15.43416
C 8.29241 3.40441 -15.38730
O 9.08622 4.35928 -14.73626
H 11.56246 1.77359 -14.97617
H 11.34176 3.43802 -15.77134
H 12.16512 2.15507 -16.66681
H 10.42840 2.01305 -18.47423
H 9.42660 3.31326 -17.73421
H 8.69100 1.77635 -18.13547
H 10.39057 -0.25940 -15.57492
H 11.12644 0.00655 -17.12562
H 9.31622 -0.24656 -16.89249
H 9.10288 1.47646 -14.49474
H 8.10034 1.30532 -15.79605
H 7.40151 3.45615 -14.76142
H 7.76933 3.67661 -16.30403
H 9.07986 4.23096 -13.78490
C 6.46034 5.64840 -11.95516
C 7.48026 4.61386 -11.43563
O 7.12861 3.76364 -10.61881
O 8.63469 4.56270 -11.93657
H 5.44744 5.56964 -11.56027
H 6.35199 5.43588 -13.01874
H 6.87614 6.64166 -11.78600
C 13.34387 0.55909 -21.25277
N 13.44593 1.07363 -19.87412
O 14.43850 1.73035 -19.63585
O 12.60797 0.62602 -19.04561
H 13.71411 1.30135 -21.95992
H 12.30442 0.29412 -21.44628
H 14.02523 -0.29009 -21.30525
C 11.90663 5.40245 -18.76489
C 11.43599 5.00331 -20.17438
C 10.88244 6.11546 -21.02263
O 11.87051 7.22649 -21.20512
C 11.18750 8.29677 -21.88583
N 12.51926 4.36920 -20.83052
H 11.41767 6.34946 -18.53647
H 12.98591 5.53329 -18.68650
H 11.69978 4.60598 -18.05010
H 10.50624 4.44359 -20.07258
H 9.99054 6.49476 -20.52389
H 10.64696 5.76284 -22.02678
H 10.49833 8.59627 -21.09624
H 10.60246 8.03904 -22.76866
H 11.91760 9.08490 -22.07001
H 12.89460 5.20528 -21.25503
H 13.17062 4.22529 -20.07214
C 4.52771 0.12669 -16.43068
C 5.41749 0.76904 -17.51522
C 4.96461 0.49760 -18.97793
O 5.30064 -0.82205 -19.44338
C 4.87237 -0.97659 -20.79377
N 5.57714 2.14596 -17.21394
H 4.71884 -0.94311 -16.34649
H 3.46638 0.31029 -16.59794
H 4.92987 0.54070 -15.50604
H 6.42605 0.35565 -17.51268
H 5.42790 1.21259 -19.65783
H 3.90031 0.72668 -19.03175
H 5.45965 -0.39928 -21.50786
H 3.81963 -0.73608 -20.94210
H 4.96139 -2.02453 -21.08014
H 4.68816 2.61346 -17.10790
H 6.00353 2.59461 -18.01206
C 12.04093 7.39194 -12.01212
C 12.50236 6.81488 -13.33608
C 13.01868 5.34101 -13.38228
O 13.09407 4.88684 -14.69589
C 14.32954 4.90550 -15.32325
N 11.37731 7.07845 -14.27626
H 11.58339 8.37434 -12.12892
H 12.72280 7.46829 -11.16517
H 11.12815 6.85928 -11.74531
H 13.37221 7.36560 -13.69411
H 12.28060 4.66539 -12.94997
H 13.98940 5.29228 -12.88889
H 14.18171 4.61467 -16.36327
H 14.95558 4.08659 -14.96892
H 14.88831 5.83492 -15.21332
H 10.63160 6.47573 -13.95884
H 11.60656 6.54192 -15.10069
C 4.03187 5.51709 -15.29677
C 3.25509 4.37426 -14.58461
C 2.24269 3.78953 -15.50706
O 2.93805 3.10311 -16.58594
C 2.13876 2.97930 -17.75208
N 4.27930 3.37283 -14.22076
H 3.40952 6.36239 -15.59045
H 4.62092 5.27450 -16.18123
H 4.69473 5.96960 -14.55924
H 2.90973 4.70402 -13.60477
H 1.74716 4.67784 -15.89880
H 1.52354 3.09468 -15.07334
H 1.74841 3.91900 -18.14286
H 1.18673 2.46445 -17.62298
H 2.71766 2.53133 -18.55974
H 4.46025 2.97880 -15.13294
H 5.15731 3.65035 -13.80583
C 7.34067 3.86004 -20.78603
C 6.02716 4.62836 -20.41651
C 6.12261 5.78580 -19.43468
O 6.89467 5.42325 -18.23957
C 7.21276 6.40891 -17.27913
N 5.40768 5.08359 -21.64894
H 7.90673 4.33120 -21.58958
H 7.14419 2.88439 -21.23058
H 7.92554 3.62840 -19.89589
H 5.44250 3.85441 -19.91925
H 5.12117 6.13869 -19.18835
H 6.61058 6.65506 -19.87557
H 6.44153 7.17730 -17.22546
H 8.17714 6.84747 -17.53550
H 7.04488 5.98405 -16.28947
H 6.14492 5.21994 -22.32569
H 4.89953 5.93308 -21.44834
C 8.48490 -4.28106 -19.14176
C 7.80615 -3.09702 -19.03897
C 8.48611 -1.74515 -19.24340
O 7.93460 -0.72141 -19.51486
C 9.91136 -1.85962 -19.19077
C 10.61437 -3.07070 -19.09784
C 9.98237 -4.38624 -19.31627
O 10.52463 -5.45250 -19.58302
O 11.88778 -3.08142 -18.80484
O 6.48020 -3.08485 -18.76150
H 7.95215 -5.18437 -18.88365
H 10.45252 -0.92499 -19.19117
H 12.12716 -3.97580 -18.55116
H 6.09464 -2.22748 -18.95608
C 10.31388 2.29069 -24.98696
C 9.22059 1.52413 -25.10039
C 8.62769 0.78557 -23.91801
O 7.71665 -0.05368 -23.98843
C 9.23162 1.09950 -22.62644
C 10.28347 1.92419 -22.54052
C 10.85825 2.73726 -23.68866
O 11.75425 3.58270 -23.58532
O 10.79064 2.23575 -21.28172
O 8.90914 1.05647 -26.32175
H 10.74286 2.69427 -25.89222
H 8.72428 0.64354 -21.78910
H 11.34592 3.00662 -21.41962
H 8.17705 0.44229 -26.23001
C 10.00514 -0.99819 -9.75149
C 9.77522 -0.43849 -8.51812
C 9.45846 0.98434 -8.26626
O 9.04743 1.44633 -7.19712
C 9.68663 1.77326 -9.43133
C 9.81499 1.21319 -10.69960
C 9.90708 -0.25642 -10.99013
O 9.90263 -0.85597 -12.09260
O 10.04777 2.03805 -11.73312
O 9.89189 -1.20765 -7.36431
H 10.51654 -1.94689 -9.82096
H 9.66297 2.83729 -9.24782
H 9.79903 2.92953 -11.47820
H 9.50216 -0.73087 -6.62785
```